C6H8N2O2 in the gas phase at a distorted geometry, computed with ωB97M-V/def2-TZVPD.

XYZ file:
```
18
Properties=species:S:1:pos:R:3:mulliken_charge:R:1
C -2.01874 -0.51138 0.47289 0.555
C -1.39759 0.90515 0.41834 -0.527
C -0.17295 1.11443 -0.52835 -1.158
C 1.08211 -1.17010 -0.49184 -0.121
C 2.22144 -1.53656 0.12884 -0.921
C 1.97650 0.57198 0.57369 0.067
H -2.18653 -0.46703 -1.58173 0.395
H -1.08059 1.21042 1.37417 0.342
H -2.16965 1.64020 0.19333 0.400
H -0.46459 0.75679 -1.45369 0.459
H -0.06187 2.07986 -0.61487 0.583
H 0.26653 -1.82028 -0.97619 0.334
H 2.66213 -2.27325 0.11977 0.806
H 2.07216 1.76988 0.92328 0.202
N 0.87245 0.24044 -0.20708 0.247
N 2.86953 -0.39805 0.82482 -0.589
O -2.15253 -1.13695 -0.72321 -0.529
O -2.31781 -0.97555 1.54783 -0.543
```

Results
HOMO = -9.27 eV
DFT total energy = -13423.6289 eV
SMILES = O=C(O)CCn1ccnc1

=====

C6H8N2O3 in the gas phase at a distorted geometry, computed with ωB97M-V/def2-TZVPD.

XYZ file:
```
19
Properties=species:S:1:pos:R:3:mulliken_charge:R:1
C -1.65019 -1.78395 0.39421 0.145
C -0.65688 1.34691 -0.50820 -0.837
C 0.06093 -0.99192 -1.17711 -0.836
C 0.25632 -0.41269 1.10320 -0.633
C 0.42651 0.49075 -1.13232 -0.310
C 0.50712 0.90167 0.29917 0.551
N -0.46470 -1.28137 0.16430 0.040
N 1.61892 1.83903 0.78498 0.946
O 1.75437 2.83843 0.10289 -0.554
O -2.16724 -1.72106 1.47338 -0.546
O 2.31375 1.41376 1.69854 -0.569
H -2.04243 -2.59679 -0.29057 0.322
H -0.76179 2.38903 -0.72474 0.342
H -1.53770 0.81011 -0.44948 0.167
H -0.61645 -1.35262 -1.97817 0.446
H 1.00622 -1.62395 -1.44222 0.249
H 1.24854 -0.80765 1.36147 0.329
H -0.48622 -0.40708 2.01689 0.309
H 1.19091 0.94938 -1.69622 0.440
```

Results
HOMO = -10.01 eV
DFT total energy = -15470.0166 eV
SMILES = O=CN1C[C@H]2C[C@@]2([N+](=O)[O-])C1

=====

C6H8N2O4 in the gas phase at a distorted geometry, computed with ωB97M-V/def2-TZVPD.

XYZ file:
```
20
Properties=species:S:1:pos:R:3:mulliken_charge:R:1
C -0.64228 0.15328 -1.08844 0.269
C -1.00593 -0.60324 -0.02284 0.398
C 0.74514 1.25362 -0.69363 0.381
C -2.25680 -1.29097 -0.17747 0.543
C 0.54677 0.23673 1.67373 -0.626
C 1.47228 0.70362 0.47631 -0.075
N 0.85235 2.15073 -1.52956 -0.589
N 2.27231 -0.43290 0.11567 -0.659
O -2.84437 -1.32851 -1.26760 -0.718
O -2.79971 -1.92716 0.90302 -0.516
O -0.45638 -0.70658 1.27931 -0.471
O -1.14316 0.22780 -2.22281 -0.515
H 1.25826 -0.54720 2.28841 0.295
H -0.00302 0.98189 2.33202 0.281
H 2.19757 1.45502 0.85940 0.408
H 1.65367 2.81246 -1.67878 0.252
H -2.40400 -1.67658 1.73361 0.372
H 1.67478 -1.14049 -0.12279 0.270
H 2.91547 -0.14863 -0.66346 0.280
H -2.03295 -0.17289 -2.19408 0.419
```

Results
HOMO = -8.75 eV
DFT total energy = -17519.0126 eV
SMILES = [H]/N=C1/C(O)=C(C(=O)O)OC[C@H]1N

=====

C6H8N2S in the gas phase at a distorted geometry, computed with ωB97M-V/def2-TZVPD.

XYZ file:
```
17
Properties=species:S:1:pos:R:3:mulliken_charge:R:1
C -0.68221 1.92721 -0.17880 -0.817
C -0.42127 2.87650 -1.05850 -0.135
C -0.34483 0.63291 -0.60574 0.704
C 0.13976 0.59351 -1.87931 -0.388
C -0.60654 -0.61783 0.20287 -0.631
C 0.69510 -2.24008 1.49863 -0.811
N 1.82393 -0.71591 0.17932 -0.860
N 0.78057 -1.03843 0.60134 0.644
S 0.32910 2.19383 -2.40948 -0.203
H -1.34385 2.15369 0.65985 0.249
H -0.75696 3.98415 -0.95051 0.316
H -1.12182 -0.36032 1.22163 0.334
H -1.16959 -1.33372 -0.34195 0.348
H 0.09141 -3.05382 0.97393 0.289
H 1.67218 -2.63601 1.73583 0.314
H 0.20235 -2.05651 2.47932 0.275
H 0.71267 -0.30917 -2.12843 0.372
```

Results
HOMO = -7.77 eV
DFT total energy = -20163.4654 eV